[1]
Here is a 5-piece molecular cluster, C32H62NO15P2 overall at a distorted geometry from the OMol25 dataset. Energies are from the ωB97M-V functional and the def2-TZVPD basis.

Output
Lowest unoccupied orbital energy, eV: -4.821
HOMO energy, eV: -11.59
Energy above the lowest of the compared OMol25 structures with the same formula, charge and spin, eV: 6.991
Frontier orbital gap, eV: 6.77
Total charge: +1

Structure (XYZ):
```
112
Properties=species:S:1:pos:R:3:mulliken_charge:R:1
C -3.50 0.98 6.42 -0.830
C -4.30 1.99 5.37 -0.168
O -4.90 1.20 4.29 -0.515
P -4.02 1.43 2.76 0.976
O -4.28 2.93 2.35 -0.729
C -2.17 1.27 3.20 -0.477
C -1.19 0.87 1.95 -0.024
C -0.97 2.05 0.84 -0.210
C 0.29 3.06 1.13 0.333
C -0.02 4.45 2.00 -0.357
C 1.23 5.49 2.32 -0.562
C 2.70 5.07 1.70 -0.190
N 2.91 3.79 0.92 -0.044
C 1.81 2.77 0.61 -0.281
P 2.34 1.20 -0.35 -0.081
C 1.41 0.99 -2.00 -0.473
C 1.57 -0.61 -2.44 -0.967
C 2.20 -0.32 0.80 -0.444
C 2.77 0.18 2.29 -0.824
O -4.63 0.24 1.66 -0.384
C -4.47 0.62 0.26 0.211
C -5.59 1.68 -0.31 -0.922
H -3.90 -0.12 6.25 0.226
H -2.34 1.01 6.29 0.216
H -3.76 1.25 7.54 0.313
H -5.21 2.49 5.96 0.359
H -3.64 2.87 4.97 0.212
H -1.97 0.57 4.12 0.277
H -1.81 2.36 3.55 0.339
H -1.70 -0.05 1.38 0.212
H -0.18 0.43 2.39 -0.180
H -0.98 1.55 -0.22 0.002
H -1.95 2.73 0.89 0.442
H -1.07 4.73 2.44 0.402
H 1.16 6.48 2.94 0.376
H 3.66 5.76 1.90 0.321
H 3.89 3.61 0.57 0.393
H 1.91 1.66 -2.85 0.357
H 0.28 1.29 -1.98 0.308
H 2.73 -0.77 -2.68 0.281
H 0.94 -0.88 -3.40 0.387
H 1.23 -1.36 -1.60 0.260
H 2.97 -1.11 0.42 0.415
H 1.10 -0.72 0.92 0.298
H 1.91 0.56 3.00 0.196
H 3.33 -0.71 2.80 0.344
H 3.54 1.08 2.17 0.252
H -4.61 -0.38 -0.38 0.369
H -3.42 1.04 -0.03 -0.213
H -6.53 1.82 0.39 0.240
H -5.89 1.49 -1.45 0.320
H -5.05 2.75 -0.32 0.223
C 6.92 -5.33 -1.96 -1.116
C 6.62 -3.99 -2.61 -0.135
O 5.55 -4.11 -3.55 -0.360
C 4.30 -4.23 -3.02 0.660
O 4.03 -4.24 -1.83 -0.576
O 3.42 -4.36 -4.04 -0.278
C 2.08 -4.60 -3.61 -0.534
H 7.12 -6.09 -2.72 0.298
H 7.79 -5.25 -1.30 0.369
H 6.08 -5.69 -1.37 0.314
H 7.50 -3.66 -3.17 0.294
H 6.40 -3.22 -1.86 0.275
H 1.74 -3.83 -2.91 0.176
H 2.01 -5.60 -3.16 0.330
H 1.43 -4.57 -4.49 0.228
C -0.32 -8.15 -9.42 -1.074
C 0.94 -8.71 -8.78 -0.164
O 1.98 -7.73 -8.75 -0.359
C 1.84 -6.75 -7.82 0.729
O 0.93 -6.64 -7.03 -0.569
O 2.89 -5.90 -7.95 -0.347
C 2.81 -4.76 -7.10 -0.237
H -0.10 -7.75 -10.41 0.291
H -1.09 -8.93 -9.51 0.352
H -0.74 -7.33 -8.83 0.304
H 1.31 -9.55 -9.38 0.290
H 0.75 -9.10 -7.77 0.298
H 2.68 -5.05 -6.05 -0.015
H 1.98 -4.11 -7.42 0.315
H 3.74 -4.19 -7.19 0.242
C -6.81 -5.82 0.31 -1.086
C -5.55 -6.37 0.95 -0.151
O -4.51 -5.40 0.98 -0.368
C -4.65 -4.42 1.91 0.694
O -5.56 -4.30 2.70 -0.549
O -3.60 -3.56 1.78 -0.356
C -3.68 -2.42 2.63 -0.378
H -6.59 -5.41 -0.69 0.284
H -7.57 -6.59 0.22 0.359
H -7.23 -4.99 0.90 0.311
H -5.18 -7.21 0.34 0.286
H -5.74 -6.76 1.95 0.302
H -3.81 -2.71 3.67 0.373
H -4.51 -1.78 2.31 0.269
H -2.75 -1.86 2.53 0.018
C 4.26 10.49 4.89 -1.100
C 3.75 10.04 3.53 -0.149
O 2.37 9.68 3.59 -0.276
C 1.49 10.72 3.67 0.701
O 1.78 11.90 3.70 -0.547
O 0.24 10.20 3.75 -0.299
C -0.77 11.19 3.95 -0.636
H 4.06 9.72 5.65 0.287
H 5.33 10.68 4.86 0.358
H 3.76 11.40 5.23 0.319
H 4.30 9.15 3.22 0.224
H 3.92 10.81 2.76 0.316
H -0.73 11.97 3.19 0.296
H -0.67 11.62 4.95 0.294
H -1.75 10.69 3.89 0.216
```

[2]
Here is C45H50GeIrN2O2P2S as an isolated structure from the OMol25 dataset. Energies are from the ωB97M-V functional and the def2-TZVPD basis.

Output
Lowest unoccupied orbital energy (spin up / spin down), eV: 0.433 / -1.105
2S+1: 6
HOMO energy (spin up / spin down), eV: -6.14 / -8.11
Energy above the lowest of the compared OMol25 structures with the same formula, charge and spin, eV: 0.221
Frontier orbital gap (spin up / spin down), eV: 6.58 / 7.01
Total charge: 0
Expectation value of S²: 8.829

Structure (XYZ):
```
104
Properties=species:S:1:pos:R:3:mulliken_charge:R:1
Ir -0.14 0.28 -0.38 2.851
C -1.74 -1.86 -2.51 -1.358
C -0.95 -2.88 -1.69 -1.848
P 0.44 -2.20 -0.67 0.652
C 0.52 -3.55 0.58 0.957
C 1.62 -4.39 0.70 -0.372
C 1.66 -5.36 1.70 -0.876
C 0.60 -5.50 2.57 -0.593
C -0.51 -4.67 2.45 -1.151
C -0.54 -3.70 1.47 -0.512
C 1.98 -2.45 -1.62 -0.097
C 1.97 -3.01 -2.87 -0.657
C 3.06 -2.90 -3.75 -1.044
C 4.11 -2.00 -3.44 -0.800
C 4.20 -1.47 -2.20 -0.962
C 3.32 -1.95 -1.08 1.079
P -2.16 -0.39 -1.49 0.333
C -3.81 -0.76 -0.79 0.409
C -3.98 -0.60 0.59 0.003
C -5.24 -0.75 1.16 -0.713
C -6.33 -1.06 0.36 -0.514
C -6.16 -1.23 -1.01 -0.791
C -4.91 -1.08 -1.58 -0.688
C -2.61 0.89 -2.71 0.582
C -2.97 0.63 -4.03 -0.540
C -3.31 1.68 -4.88 -0.734
C -3.29 2.99 -4.41 -0.726
C -2.93 3.25 -3.10 -0.491
C -2.58 2.21 -2.25 -0.022
H -2.65 -2.32 -2.90 0.944
H -1.15 -1.49 -3.35 0.254
H -0.58 -3.68 -2.34 0.916
H -1.61 -3.35 -0.96 0.676
H 2.44 -4.31 0.00 0.237
H 2.53 -6.01 1.78 0.432
H 0.64 -6.26 3.35 0.388
H -1.34 -4.79 3.13 0.428
H -1.39 -3.02 1.40 0.298
H 1.07 -3.48 -3.24 0.269
H 3.04 -3.40 -4.70 0.413
H 4.81 -1.71 -4.22 0.460
H 4.96 -0.74 -1.95 0.337
H 3.82 -2.87 -0.70 -0.052
H -3.11 -0.36 1.19 0.217
H -5.37 -0.62 2.23 0.462
H -7.32 -1.15 0.80 0.387
H -7.01 -1.47 -1.63 0.405
H -4.79 -1.20 -2.65 0.351
H -2.98 -0.38 -4.41 0.339
H -3.57 1.48 -5.91 0.420
H -3.54 3.80 -5.08 0.403
H -2.90 4.27 -2.74 0.457
H -2.27 2.41 -1.23 -0.272
O -0.94 -0.75 1.69 -0.356
N -1.04 -0.09 2.82 0.075
C -1.99 -0.46 3.71 -0.228
C -2.18 0.21 4.89 -1.018
C -1.37 1.31 5.18 -0.392
C -0.41 1.68 4.28 -0.816
C -0.21 0.98 3.07 0.319
S 0.94 1.43 1.92 -0.100
H -2.57 -1.33 3.42 0.513
H -2.96 -0.12 5.55 0.437
H -1.51 1.87 6.10 0.419
H 0.23 2.53 4.45 0.470
C 6.46 -1.68 0.34 -1.221
Ge 4.99 -0.53 0.97 0.635
C 5.43 1.35 0.60 -1.175
C 4.69 -0.84 2.89 -1.224
C 3.27 -0.97 0.09 0.032
H 7.30 -1.61 1.04 0.421
H 6.81 -1.37 -0.64 0.372
H 6.15 -2.72 0.29 0.370
H 6.36 1.65 1.08 0.406
H 4.62 1.99 0.95 0.313
H 5.53 1.49 -0.48 0.376
H 5.53 -0.52 3.50 0.407
H 4.51 -1.90 3.07 0.361
H 3.80 -0.29 3.20 0.285
H 2.84 -0.02 -0.26 -0.362
H 2.62 -1.34 0.88 0.424
C -2.10 3.81 1.57 -1.300
C -0.65 3.82 1.10 0.322
C -0.43 4.87 0.02 -1.487
O -0.26 2.54 0.64 -0.079
H -2.34 4.72 2.12 0.446
H -2.28 2.95 2.22 0.153
H -2.78 3.73 0.71 0.235
H -0.01 4.09 1.96 0.415
H -0.97 4.59 -0.89 0.147
H 0.62 4.98 -0.22 0.382
H -0.80 5.84 0.37 0.455
N 3.36 3.21 -6.38 -0.589
C 2.84 2.74 -5.47 -0.251
C 2.19 2.15 -4.33 0.557
C 2.02 2.89 -3.16 -0.810
C 1.38 2.32 -2.07 -0.064
C 0.90 1.00 -2.10 0.577
C 1.10 0.29 -3.28 0.445
C 1.73 0.84 -4.39 -1.064
H 2.39 3.91 -3.11 0.529
H 1.27 2.90 -1.17 0.137
H 0.77 -0.74 -3.36 0.038
H 1.88 0.26 -5.29 0.521
```